A 2-piece molecular cluster, CH7N2S overall in a non-equilibrium geometry, computed with ωB97M-V/def2-TZVPD.

Output
- total charge = -1
- energy above the lowest of the compared OMol25 structures with the same formula, charge and spin (eV) = 1.201
- gap between HOMO and LUMO (hartree) = 0.2689
- E (Eh) = -549.9898

Cartesian coordinates (Å):
1 S 2.065693 -0.709020 -2.121559
2 H 0.924508 -0.420742 -2.797123
3 N -1.307578 -0.459710 -0.023532
4 C -0.573642 -0.043278 1.096770
5 N 0.492610 0.894323 0.977877
6 H -0.520702 -0.985193 -0.617971
7 H -1.230363 0.231195 -0.764239
8 H 0.082129 -0.820048 1.658007
9 H -1.406658 0.242754 1.698320
10 H 0.348167 1.709070 0.460279
11 H 1.125834 0.360648 0.433169

Cartesian forces (eV/Å) of the 6 atoms listed first:
S -0.459 0.087 0.049
H 0.271 -0.054 0.117
N 2.837 -3.094 -4.726
C 0.921 -0.322 2.887
N 0.469 -0.252 0.973
H -1.859 -0.011 1.389

---

C4H7N3 as an isolated structure, computed with ωB97M-V/def2-TZVPD.

Output
- total charge = 0
- energy above the lowest of the compared OMol25 structures with the same formula, charge and spin (eV) = 3.698
- gap between HOMO and LUMO (hartree) = 0.3566
- E (Eh) = -320.7474

Cartesian coordinates (Å):
1 C -0.055786 -1.943526 -0.137096
2 N -1.398153 -0.886865 0.532052
3 C -0.173194 -0.254575 0.778057
4 C -0.145854 0.885978 -0.029844
5 C 0.898807 1.944123 -0.172271
6 N -1.287271 0.885250 -0.726572
7 N -2.006086 -0.179703 -0.416341
8 H -0.605801 -2.143246 -1.051373
9 H -0.139780 -2.750449 0.584452
10 H 0.988297 -1.717462 -0.363810
11 H 0.420480 -0.506216 1.648330
12 H 0.470549 2.811351 -0.680473
13 H 1.283570 2.263399 0.801823
14 H 1.750222 1.591941 -0.766934

Cartesian forces (eV/Å) of the 6 atoms listed first:
C 0.158 -0.377 -0.219
N -0.041 0.136 -0.015
C -0.018 0.263 0.068
C -0.054 -0.093 0.029
C 0.038 0.047 -0.019
N 0.152 -0.070 0.101

---

C16H25AlBrCl6CsGaINO2PS as an isolated structure in a non-equilibrium geometry, computed with ωB97M-V/def2-TZVPD.

Output
- total charge = 0
- energy above the lowest of the compared OMol25 structures with the same formula, charge and spin (eV) = 5.640
- gap between HOMO and LUMO (hartree) = 0.0758
- E (Eh) = -9388.8487

Cartesian coordinates (Å):
1 C 0.132167 0.384968 -4.743419
2 C -0.955534 -0.539793 -4.748612
3 C -2.402681 -1.329454 -4.465148
4 Ga -3.968001 -0.481488 -5.537097
5 I -3.110758 1.469487 -7.141864
6 P -5.510254 0.406227 -4.021239
7 S -5.322812 2.379702 -3.989984
8 H 0.795062 1.378040 -4.758462
9 H -2.663638 -1.349797 -3.300942
10 H -2.286013 -2.437116 -4.837275
11 H -4.625798 -1.626811 -6.479958
12 H -5.151090 -0.104085 -2.710365
13 H -6.891792 0.015782 -4.325145
14 Cl -1.681541 0.836791 -1.097073
15 C -1.693169 -0.548312 -0.064295
16 C -2.732818 -1.485582 -0.075941
17 Cl -4.092448 -1.349786 -1.133300
18 C -2.689294 -2.582263 0.791050
19 C -1.612216 -2.745850 1.664372
20 C -0.574229 -1.815164 1.672063
21 C -0.614678 -0.717939 0.809739
22 H -3.493413 -3.314490 0.790878
23 H -1.583381 -3.599245 2.337878
24 H 0.266684 -1.943146 2.349848
25 H 0.198997 0.003605 0.824009
26 C 3.576776 -0.998877 -5.162513
27 O 3.502685 -0.850287 -6.568499
28 H 4.618826 -1.159974 -4.876762
29 H 3.204636 -0.092203 -4.679221
30 H 2.979277 -1.860409 -4.854280
31 H 2.567047 -0.708941 -6.792112
32 C 3.714681 0.657443 0.710677
33 O 2.330811 0.443277 0.502349
34 H 3.895665 0.797024 1.778964
35 H 4.275902 -0.211611 0.358694
36 H 4.031273 1.552587 0.169626
37 H 2.200915 0.322847 -0.453697
38 Al 1.008208 -0.541541 3.267859
39 C 5.291850 -3.394158 0.418099
40 Cl 4.474161 -2.239480 1.477933
41 Cl 4.983330 -3.025069 -1.282946
42 H 6.367738 -3.346712 0.603012
43 H 4.923959 -4.399653 0.636356
44 N -1.566110 3.025528 6.916163
45 C -0.581556 3.545794 7.715233
46 C 0.565386 3.654960 6.961039
47 C 0.260174 3.189649 5.659666
48 C -1.063392 2.810032 5.659365
49 H -2.515315 2.831814 7.207912
50 H -0.780406 3.791647 8.749751
51 H 1.518558 4.030399 7.310092
52 H 0.933224 3.137734 4.813622
53 H -1.688486 2.404857 4.874856
54 Cl 4.308208 -3.952098 3.184883
55 Cl 0.408208 5.497902 4.368216
56 Cs -3.791792 1.096084 -2.455420
57 Br -1.691792 5.087155 5.971366

Cartesian forces (eV/Å) of the 6 atoms listed first:
C -7.967 -5.388 0.320
C 5.976 6.685 1.171
C 2.481 -0.175 0.432
Ga 1.181 -0.992 -1.911
I -0.385 -0.636 0.807
P -5.633 -1.492 -3.633

---

One molecule with the formula C6H10Br2O6 in a non-equilibrium geometry, computed with ωB97M-V/def2-TZVPD.

Output
- total charge = 0
- gap between HOMO and LUMO (hartree) = 0.3638
- structure (SMILES) = O[C@@H]1[C@@H](O)[C@H](O)[C@](O)(Br)[C@@](O)(Br)[C@@H]1O
- E (Eh) = -5834.0324

Cartesian coordinates (Å):
1 O -1.397397 -1.580187 -1.276286
2 C -0.391926 -1.199157 -0.404908
3 C -0.929061 -0.133878 0.430045
4 O -2.020150 -0.742315 1.063873
5 C 0.017818 0.535698 1.422366
6 O -0.751592 1.362887 2.189837
7 C 1.080425 1.333104 0.635145
8 O 2.067603 1.751352 1.407906
9 Br 0.435929 2.769953 -0.478141
10 C 1.761516 0.150157 -0.669552
11 O 2.640518 0.815629 -1.462548
12 Br 2.867516 -1.058427 0.488241
13 C 0.729925 -0.670378 -1.320982
14 O 0.179464 0.128568 -2.361191
15 H -2.222562 -1.414218 -0.710960
16 H -0.201604 -2.150460 0.183339
17 H -1.337114 0.697573 -0.211960
18 H -2.260538 -0.389103 1.903299
19 H 0.486817 -0.172182 2.122519
20 H -0.357456 2.053267 2.694127
21 H 2.952906 1.857476 1.091653
22 H 2.681909 0.659528 -2.438841
23 H 1.176812 -1.550426 -1.777753
24 H -0.473726 -0.256748 -2.875643

Cartesian forces (eV/Å) of the 6 atoms listed first:
O -2.992 -0.006 0.132
C 1.472 -1.291 -0.396
C -0.751 2.290 1.205
O -0.667 -1.144 -0.268
C 1.142 0.159 -0.582
O -2.800 0.329 0.396